Entry 1:
111
Properties=species:S:1:pos:R:3:lowdin_charge:R:1 method="wB97M-V/def2-TZVPD" fmax_ev_per_a=3.22 e_homo_ha="-0.4933 / -0.4933" energy_ha=-3654.89297 total_charge=+3 homo_lumo_gap_ev="2.90 / 2.90"
Pb 14.39 11.65 15.11 1.385
S 7.93 7.61 15.23 1.089
S 11.02 13.36 14.38 0.616
S 17.05 11.52 22.17 1.075
N 16.43 13.22 13.73 -0.129
N 13.69 11.24 9.82 0.140
N 11.19 14.84 12.12 -0.050
N 16.87 8.41 12.48 0.256
N 13.62 12.59 10.10 -0.216
N 13.29 13.53 9.15 0.140
N 12.21 10.64 16.01 -0.072
N 17.12 10.91 15.05 -0.091
N 14.33 11.70 11.91 -0.046
N 14.01 12.89 11.39 0.071
N 14.11 14.14 15.25 -0.121
N 9.37 15.26 13.45 -0.044
N 14.41 11.60 17.66 -0.031
C 10.79 15.58 10.92 -0.050
C 11.20 10.18 15.25 -0.125
C 16.71 12.16 20.55 -0.479
C 7.23 7.83 13.73 -0.428
C 17.64 13.11 20.19 -0.126
C 18.44 12.54 22.25 -0.388
C 12.35 10.24 17.31 -0.145
C 10.49 14.58 13.23 -0.758
C 11.45 9.21 17.84 -0.116
C 18.00 10.05 9.32 -0.211
C 17.49 7.72 8.87 -0.190
C 15.31 12.11 18.51 -0.074
C 17.94 12.10 15.37 -0.252
C 15.59 6.29 12.42 -0.022
C 16.39 7.29 14.48 -0.072
C 15.59 11.62 19.80 -0.187
C 18.44 11.37 8.74 -0.022
C 13.65 10.12 19.47 -0.101
C 17.24 6.55 7.95 -0.014
C 17.71 9.81 10.67 0.103
C 17.82 13.17 14.28 -0.188
C 13.49 10.67 18.13 -0.139
C 18.65 13.31 21.16 -0.164
C 8.87 9.38 13.57 -0.101
C 7.74 8.82 12.95 -0.158
C 17.30 7.51 10.25 0.086
C 15.12 15.08 14.74 -0.235
C 10.22 9.27 15.70 -0.184
C 14.18 10.76 10.95 -0.230
C 17.22 8.54 11.23 -0.237
C 17.80 8.99 8.41 0.114
C 12.79 9.01 19.86 0.000
C 14.74 10.57 20.29 0.074
C 8.48 15.02 14.59 -0.091
C 16.77 7.08 13.02 -0.633
C 10.33 8.83 17.05 0.073
C 15.89 14.58 13.52 -0.224
C 9.11 8.87 14.86 -0.449
C 18.12 6.31 13.04 0.013
C 11.76 8.58 19.08 -0.009
H 15.94 5.52 11.65 0.113
H 10.14 15.04 10.22 0.102
H 18.00 5.75 7.96 0.108
H 9.16 16.11 12.90 0.147
H 7.40 9.11 11.96 0.119
H 15.96 12.88 18.10 0.100
H 14.27 9.72 11.21 0.099
H 12.97 8.57 20.82 0.116
H 16.37 12.77 12.82 0.058
H 14.99 9.90 21.11 0.115
H 15.80 15.33 15.57 0.122
H 8.32 13.92 14.62 0.068
H 19.32 11.75 9.26 0.097
H 9.41 10.17 13.08 0.093
H 17.46 10.15 15.65 0.077
H 16.28 6.08 8.15 0.098
H 19.00 11.88 15.43 0.115
H 19.45 14.03 21.06 0.114
H 18.73 11.18 7.69 0.092
H 18.81 6.85 13.71 0.105
H 13.58 14.47 9.40 0.110
H 18.51 6.20 12.00 0.091
H 6.37 7.25 13.50 0.069
H 17.28 6.96 6.91 0.104
H 17.21 6.51 10.63 0.094
H 11.17 10.63 14.25 0.064
H 16.67 15.31 13.30 0.119
H 17.64 12.15 8.77 0.105
H 13.25 14.11 14.60 -0.023
H 13.73 14.31 16.17 0.080
H 17.64 13.67 19.18 0.135
H 18.58 13.04 13.50 0.118
H 11.21 7.68 19.33 0.129
H 11.69 15.95 10.45 0.073
H 15.46 7.92 14.57 0.102
H 8.98 15.28 15.55 0.093
H 14.83 6.85 11.86 0.087
H 18.01 9.14 7.36 0.146
H 15.25 14.59 12.63 0.087
H 17.22 7.85 15.01 0.084
H 9.56 8.19 17.47 0.116
H 17.60 12.48 16.35 0.099
H 14.97 5.80 13.20 0.100
H 17.88 5.34 13.49 0.112
H 12.06 14.32 12.10 0.062
H 10.22 16.46 11.23 0.080
H 7.52 15.52 14.40 0.100
H 17.75 10.63 11.38 0.117
H 13.25 13.16 8.20 0.125
H 18.99 12.54 23.19 0.084
H 18.07 14.20 14.72 0.147
H 17.27 10.53 14.08 0.067
H 14.63 16.04 14.50 0.130
H 16.30 6.29 14.96 0.105


Entry 2:
147
Properties=species:S:1:pos:R:3:lowdin_charge:R:1 method="wB97M-V/def2-TZVPD" fmax_ev_per_a=0.86 e_homo_ha=-0.1388 energy_ha=-6137.80860 total_charge=-1 homo_lumo_gap_ev=5.30
F -1.46 -4.90 -2.15 0.154
F 5.15 -6.06 1.36 0.164
F -1.51 -6.66 -3.42 0.153
F -8.02 -9.23 1.67 0.168
F 1.46 -12.87 -7.70 0.160
F -7.49 -8.76 -0.39 0.163
F 5.38 -4.94 3.21 0.169
F -0.96 9.60 3.42 0.170
F -6.30 7.09 2.79 0.160
F -4.04 17.77 5.82 0.163
F 4.13 -0.88 7.96 0.157
F -2.55 -0.97 2.42 0.163
F 5.28 1.82 -3.06 0.162
F -1.66 11.48 4.26 0.156
F -7.61 5.70 1.74 0.169
F -0.66 -0.06 2.94 0.172
F -6.97 -7.38 1.21 0.164
F -6.71 7.37 0.67 0.160
F -0.16 11.48 2.69 0.162
F 3.42 -5.68 2.61 0.132
F 4.87 -2.64 6.92 0.165
F -2.33 1.19 2.32 0.149
F -4.65 18.24 3.78 0.170
F 3.17 1.52 -3.52 0.140
F 0.28 -5.44 -3.34 0.176
F 4.48 -0.19 -3.25 0.183
F 5.52 -0.66 6.31 0.176
F 2.46 -12.73 -5.78 0.172
F -2.65 18.76 4.46 0.164
F 2.68 -11.13 -7.24 0.169
O 0.15 -10.43 -7.00 0.035
O -2.35 11.71 1.15 0.174
O -1.96 16.22 4.63 0.035
O -2.28 -0.32 -0.13 0.029
O 3.15 -3.60 1.02 0.141
O 5.37 -3.20 1.18 0.058
O -4.83 5.53 0.16 0.169
O 3.22 -0.44 4.94 0.178
O -5.51 -10.11 2.02 0.170
O -3.35 10.12 2.39 0.040
O 0.10 -11.63 -5.09 0.172
O 2.40 -2.19 6.10 0.034
O -0.10 0.05 0.31 0.189
O 4.39 2.26 -5.73 0.018
O 5.27 0.18 -5.83 0.182
O 0.71 -6.11 -0.82 0.053
O -4.91 -9.05 0.12 0.037
O -0.70 -7.84 -1.14 0.154
O -3.76 15.74 3.37 0.174
O -4.92 4.89 2.32 0.040
N 7.60 -0.66 -1.71 -0.107
C 4.27 -3.87 1.38 -0.428
C 3.63 1.80 -8.00 -0.065
C -2.38 10.96 2.08 -0.409
C 1.30 -6.72 0.36 -0.179
C -0.68 14.97 2.97 -0.048
C -2.49 4.73 2.20 -0.049
C -1.70 0.01 2.11 -0.530
C 1.45 -2.95 3.98 -0.048
C -3.63 17.84 4.54 -0.542
C 1.21 -2.21 5.28 -0.191
C -0.73 -8.59 -5.65 -0.062
C 0.58 -11.34 -6.14 -0.408
C -4.49 10.10 1.51 -0.182
C -3.80 3.99 2.13 -0.194
C -5.30 5.57 1.26 -0.417
C -1.23 -0.09 0.64 -0.409
C -0.23 -6.78 -1.44 -0.410
C -6.51 6.45 1.62 -0.538
C -5.74 -9.39 1.10 -0.413
C -4.22 9.26 0.28 -0.051
C -7.09 -8.68 0.89 -0.541
C 4.68 2.45 -7.13 -0.210
C 1.83 -12.03 -6.72 -0.543
C -3.56 -11.03 -0.35 -0.055
C -0.74 -5.93 -2.62 -0.528
C 4.80 -0.83 1.27 -0.051
C -1.37 14.94 4.31 -0.189
C 4.57 -5.15 2.16 -0.530
C -1.05 -9.72 -6.61 -0.190
C 4.49 -1.37 6.76 -0.541
C -3.58 -9.61 0.19 -0.184
C -1.26 10.87 3.13 -0.536
C 4.75 1.07 -5.23 -0.391
C -2.00 -0.50 -1.54 -0.185
C 5.26 -1.97 0.40 -0.172
C 3.30 -1.27 5.79 -0.406
C -1.54 -1.91 -1.82 -0.064
C -3.13 16.46 4.08 -0.410
C 2.36 -7.72 -0.02 -0.051
C 4.42 1.04 -3.73 -0.541
B 7.50 -1.90 -2.73 -0.585
H -3.91 3.45 1.20 0.125
H -3.22 -9.57 1.21 0.127
H -1.40 -2.07 -2.89 0.087
H 0.87 -1.19 5.10 0.116
H 3.62 0.72 -7.87 0.077
H 0.51 -7.16 0.97 0.126
H -3.92 8.25 0.56 0.072
H -1.66 4.03 2.14 0.080
H 0.06 15.77 2.93 0.084
H -2.41 5.29 3.14 0.085
H 2.19 -2.45 3.36 0.067
H -1.63 -8.02 -5.44 0.072
H 6.98 -2.88 -2.19 -0.041
H 1.94 -8.56 -0.56 0.076
H -2.96 -8.96 -0.42 0.109
H -3.96 -11.05 -1.36 0.083
H -1.76 -10.41 -6.18 0.125
H -4.76 11.12 1.25 0.128
H -2.54 -11.40 -0.37 0.084
H 8.65 -2.20 -3.05 -0.035
H -3.88 3.27 2.94 0.119
H 3.79 -1.00 1.65 0.063
H 6.89 -1.56 -3.74 -0.036
H -3.42 9.69 -0.33 0.083
H -2.94 -0.29 -2.05 0.123
H -1.27 0.24 -1.87 0.125
H 0.46 -2.71 5.88 0.124
H 6.26 -1.78 0.01 0.093
H 0.52 -3.02 3.42 0.084
H -0.65 14.74 5.11 0.128
H 8.38 -0.11 -2.03 -0.017
H 1.82 -3.96 4.18 0.080
H 5.67 2.07 -7.35 0.125
H -1.40 15.14 2.17 0.082
H -2.13 14.16 4.35 0.114
H -0.60 -2.13 -1.32 0.085
H -0.33 -8.96 -4.71 0.079
H -5.12 9.20 -0.33 0.083
H 4.80 0.09 0.69 0.081
H 3.82 2.03 -9.05 0.078
H 4.60 -2.13 -0.45 0.126
H 2.85 -8.10 0.88 0.082
H 1.73 -5.89 0.91 0.100
H -2.39 5.45 1.38 0.077
H 3.12 -7.25 -0.65 0.090
H 4.69 3.53 -7.27 0.121
H 0.01 -7.91 -6.09 0.091
H 6.81 -0.05 -1.89 -0.038
H 5.46 -0.71 2.13 0.081
H 2.64 2.17 -7.74 0.080
H -2.29 -2.63 -1.46 0.074
H -4.17 -11.69 0.27 0.076
H -0.18 14.02 2.77 0.069
H -5.30 9.68 2.10 0.117
H -1.46 -9.33 -7.54 0.124